(1)
Density functional theory data (the ωB97M-V functional and the def2-TZVPD basis) for a molecular structure, C12H16ClNO2S.

Last column: Löwdin charge in e.
Geometry (Å):
C (4.55, 0.39, -0.68)  -0.167
H (3.57, 0.66, -1.32)  0.126
O (4.09, -0.05, 0.49)  -0.144
C (3.80, -1.35, 0.56)  -0.314
C (2.56, -1.42, -0.13)  -0.244
C (1.50, -0.73, 0.46)  -0.325
N (0.31, -0.90, -0.20)  0.015
C (-0.07, 0.07, -1.50)  -0.424
O (0.67, 0.96, -1.85)  0.080
C (-1.40, -0.27, -2.10)  -0.453
H (-1.21, -1.18, -3.07)  0.212
H (-1.72, 0.59, -2.76)  0.107
S (-2.62, -0.90, -1.07)  1.023
C (-3.19, 0.07, 0.01)  -0.734
C (-4.17, -0.07, 0.82)  -0.200
C (-4.54, 0.62, 1.94)  -0.059
C (-3.94, 2.01, 2.12)  -0.985
C (-2.87, 2.23, 1.20)  -0.070
C (-2.63, 1.39, 0.07)  -0.055
H (-1.67, 1.51, -0.44)  0.091
H (-2.38, 3.29, 1.14)  0.137
Cl (-4.43, 2.87, 3.15)  0.981
H (-5.47, 0.37, 2.46)  0.106
H (-4.65, -1.31, 0.85)  0.193
H (-0.49, -1.50, -0.46)  0.060
H (1.68, 0.33, 0.31)  0.130
H (1.27, -0.84, 1.57)  0.166
H (2.12, -2.75, -0.15)  0.209
H (2.69, -1.55, -1.16)  0.093
H (4.59, -2.08, 0.17)  0.157
H (3.70, -1.68, 1.49)  0.084
H (5.33, -0.13, -1.34)  0.120
H (5.04, 1.36, -0.58)  0.084

relative energy (zero: lowest compared OMol25 entry of this formula, charge and spin): 32.8 kcal per mole
calculated total energy: -1530.09444 hartree
2S+1: 1


(2)
Density functional theory data (the ωB97M-V functional and the def2-TZVPD basis) for a molecular structure, C12H16ClNO3W.

Last column: Löwdin charge in e.
Geometry (Å):
Cl (-0.61, 2.22, -0.41)  0.310
C (-2.39, -1.24, -1.07)  -0.133
C (-1.22, -2.07, -1.10)  -0.128
C (-0.23, -1.40, -1.91)  -0.124
H (-1.11, -3.03, -0.63)  0.151
C (-0.79, -0.18, -2.42)  -0.390
C (-2.14, -0.08, -1.89)  -0.114
H (-2.85, 0.70, -2.13)  0.158
H (-3.34, -1.50, -0.61)  0.159
H (0.76, -1.77, -2.18)  0.163
C (-0.12, 0.82, -3.30)  -0.028
W (-0.68, -0.09, -0.20)  1.230
C (0.98, -1.05, 0.59)  -0.111
C (-1.39, 0.14, 1.78)  -0.094
O (1.77, -1.78, 1.05)  0.222
O (-1.62, 0.42, 2.89)  0.216
H (0.96, 0.85, -3.13)  0.105
H (-0.52, 1.83, -3.12)  0.070
H (-0.29, 0.59, -4.36)  0.120
C (4.47, 3.22, 2.30)  -0.021
N (3.65, 2.69, 1.22)  -0.139
C (3.70, 3.34, -0.08)  -0.021
C (2.90, 1.57, 1.34)  -0.462
C (2.64, 1.09, 2.75)  0.025
O (2.46, 1.00, 0.32)  -0.039
H (5.07, 4.05, 1.90)  0.100
H (5.13, 2.45, 2.71)  0.110
H (3.85, 3.59, 3.13)  0.101
H (4.09, 2.66, -0.84)  0.100
H (2.70, 3.65, -0.39)  0.093
H (4.35, 4.21, 0.01)  0.100
H (1.78, 0.43, 2.78)  0.059
H (3.51, 0.54, 3.10)  0.115
H (2.44, 1.95, 3.41)  0.098

total charge: +2
relative energy (zero: lowest compared OMol25 entry of this formula, charge and spin): 0.0 kcal per mole
<S²>: 2.02
calculated total energy: -1273.97172 hartree
2S+1: 3